# 1
# C14H27NO13PbS2

A structure of composition C14H27NO13PbS2 at a distorted geometry (ωB97M-V/def2-TZVPD, OMol25).

```
! wB97M-V def2-TZVPD RIJCOSX def2/J DEFGRID3
* xyz -4 1
Pb 31.53805 -0.68291 14.89121
C 35.64407 1.50091 11.40338
O 34.80762 1.91903 12.42490
H 36.54368 2.10850 11.50157
H 36.01627 0.48323 11.28549
H 35.09262 1.69596 10.48362
C 27.41629 -5.71685 15.50557
C 27.47780 -5.68347 17.06344
C 26.57650 -6.82925 17.62689
C 27.08959 -8.26947 17.59639
C 28.51634 -8.30025 18.15329
C 29.49498 -7.20901 17.64988
N 28.80162 -5.85227 17.70008
O 29.62815 -4.61931 17.73981
C 29.94985 -7.64760 16.25712
C 30.71445 -7.34631 18.55252
C 26.73624 -4.32837 17.50189
H 27.28843 -6.71702 15.09155
H 28.33716 -5.36235 15.04250
H 26.62975 -5.07567 15.10765
H 25.58056 -6.67514 17.21161
H 26.40671 -6.61636 18.68232
H 27.15271 -8.57082 16.55077
H 26.35655 -9.00482 17.92808
H 28.80189 -9.34482 18.02905
H 28.28178 -8.10457 19.19961
H 30.20798 -6.75208 15.69186
H 29.04447 -8.04005 15.79412
H 30.72173 -8.41705 16.27304
H 31.57567 -6.70051 18.38126
H 31.15955 -8.32310 18.74188
H 30.53293 -7.12482 19.60423
H 26.65862 -4.42067 18.58520
H 25.73377 -4.25097 17.08096
H 27.36772 -3.44052 17.46953
S 29.00908 0.52861 10.96221
O 29.72682 1.49509 10.08019
O 29.67746 -0.68383 11.06866
O 29.38219 1.23483 12.21286
O 27.59852 0.31549 10.74144
S 30.94831 4.36556 17.39879
O 31.03752 4.75271 16.01952
O 32.22476 4.56898 18.06370
O 29.97497 5.03883 18.22536
O 30.64254 2.96771 17.61955
C 38.97320 -7.98188 17.83809
C 38.84133 -6.61225 17.12310
C 39.25810 -6.68202 15.71382
O 38.27527 -6.02023 15.03422
C 37.27399 -5.55460 15.86321
O 36.22587 -4.87289 15.60474
O 37.46642 -6.18750 17.04148
H 38.08850 -8.49328 17.45877
H 39.05653 -7.85670 18.91767
H 39.89931 -8.47035 17.53510
H 39.30088 -5.88460 17.79201
H 39.33769 -7.73513 15.44416
H 40.19359 -6.17281 15.48217
*
```

Orbital gap, eV: 1.6651
DFT total energy, Eh: -2571.03769
ΔE to the lowest compared entry with this formula, charge and spin, kJ/mol: 769.2
Largest force on an atom, hartree/bohr: 0.136

# 2
# C14H27O13

A cluster of 6 separate species, C14H27O13 in total at a distorted geometry (ωB97M-V/def2-TZVPD, OMol25).

```
! wB97M-V def2-TZVPD RIJCOSX def2/J DEFGRID3
* xyz -3 1
C -28.58911 -8.24445 -8.69517
C -29.70358 -7.44966 -8.92038
C -29.60434 -6.11202 -9.55266
O -30.59837 -5.32290 -9.74077
C -28.37188 -5.58234 -9.92537
C -27.16712 -6.32961 -9.76033
C -27.30495 -7.73236 -9.01660
O -26.20109 -8.27604 -8.80446
O -26.02833 -5.89626 -10.01417
O -30.83320 -7.91008 -8.55717
H -28.66550 -9.18031 -8.16057
H -28.21427 -4.59710 -10.34674
O -32.72635 -2.80131 -7.06540
H -32.13990 -3.07227 -7.78416
C -28.08914 -2.05475 -7.11468
C -28.40160 -3.49770 -6.80065
O -28.59710 -3.72446 -5.40541
O -28.92816 -1.05473 -6.48680
H -28.20359 -1.82231 -8.17557
H -27.09446 -1.73432 -6.77960
H -27.56844 -4.14681 -7.08197
H -29.34322 -3.83438 -7.23956
H -27.80207 -3.46654 -4.92838
H -28.38952 -0.32821 -6.17730
C -35.58889 -1.22943 -11.57070
C -34.31372 -1.17054 -10.78694
O -34.33481 -1.72510 -9.47917
O -36.13642 -2.57748 -11.55016
H -35.38459 -1.15306 -12.64441
H -36.31512 -0.45098 -11.31431
H -33.93453 -0.15253 -10.64104
H -33.55218 -1.75762 -11.31217
H -33.71938 -1.26927 -8.87319
H -36.79915 -2.62982 -12.24230
C -31.68015 0.73372 -7.16807
C -31.70686 0.54568 -5.66267
O -31.26051 -0.69160 -5.15096
O -32.57425 -0.17216 -7.83201
H -30.68507 0.59234 -7.60307
H -31.95545 1.73800 -7.50022
H -32.67419 0.83806 -5.24152
H -31.04249 1.24889 -5.11883
H -30.41070 -0.82324 -5.63808
H -32.43949 -1.14347 -7.61396
C -29.93240 -0.43090 -10.65537
C -30.78372 -1.61090 -10.27272
O -30.51755 -2.66994 -11.16247
O -28.54292 -0.84504 -10.74380
H -30.00583 0.45930 -10.03154
H -30.07134 -0.19609 -11.72011
H -31.82013 -1.24741 -10.31105
H -30.65842 -1.88425 -9.22261
H -30.33581 -3.42460 -10.56547
H -28.65217 -1.66853 -11.24796
*
```

Orbital gap, eV: 4.0965
DFT total energy, Eh: -1527.50418
Largest force on an atom, hartree/bohr: 0.084

# 3
# C14H28BeN4OP2

A structure of composition C14H28BeN4OP2 at a distorted geometry (ωB97M-V/def2-TZVPD, OMol25).

```
! wB97M-V def2-TZVPD RIJCOSX def2/J DEFGRID3
* xyz 1 2
Be 0.20184 -0.17634 0.20520
P 0.26553 1.12081 2.40742
P 1.75288 1.33913 -0.50578
N -1.38129 -0.61558 0.75542
N -0.15752 -0.58984 -1.42226
H -3.13883 -1.30360 -0.26505
H -1.28964 -2.27596 -2.10153
H -1.93366 -2.57164 0.08358
C -2.05203 -1.51377 -0.22141
H -2.13995 -0.67166 -2.21267
C -1.43068 -1.28530 -1.61483
H -3.01868 -0.26456 2.01852
H 0.20202 -0.33924 -3.46093
C -2.04502 0.06876 1.63541
C 0.50349 -0.05605 -2.44748
C -1.52371 1.38926 2.01169
C 1.52236 0.85142 -2.20703
H -2.10398 1.90295 2.78628
H 2.13576 1.22991 -3.01955
H 1.58874 2.74767 -0.54693
H 3.16490 1.16057 -0.42951
H 0.62977 2.48909 2.61142
H 0.13821 0.58627 3.73279
H -1.69584 1.70914 -1.85831
C -1.68693 2.58580 -1.19105
C -1.05408 3.74914 -1.94932
C -3.10841 2.87412 -0.76356
O -0.83465 2.30177 -0.11308
H -1.65830 3.97094 -2.83885
H -1.04946 4.63891 -1.30514
H -0.04238 3.52614 -2.28482
H -3.63243 2.00271 -0.36812
H -3.12136 3.67272 -0.01793
H -3.67841 3.22976 -1.62724
H -1.40148 2.06183 1.02562
C 1.73282 -4.93638 0.20250
C 1.85267 -3.52786 0.61462
C 2.77357 -2.85701 1.41704
C 2.42152 -1.51023 1.44471
N 1.30451 -1.36279 0.69503
N 1.00703 -2.59774 0.18657
C 3.10236 -0.41725 2.15819
H 2.62489 -5.25966 -0.35364
H 1.62185 -5.57804 1.08838
H 0.86444 -5.07761 -0.45485
H 3.60649 -3.28933 1.93292
H 0.24777 -2.71993 -0.47339
H 2.84672 -0.41689 3.23042
H 4.19099 -0.57088 2.06996
H 2.87555 0.57632 1.74058
*
```

⟨S²⟩: 0.78
Orbital gap (spin up / spin down), eV: 7.8972 / 4.9516
DFT total energy, Eh: -1541.69182
ΔE to the lowest compared entry with this formula, charge and spin, kJ/mol: 97.5
Largest force on an atom, hartree/bohr: 0.067

# 4
# C14H28Br14

A cluster of 7 separate species, C14H28Br14 in total at a distorted geometry (ωB97M-V/def2-TZVPD, OMol25).

```
! wB97M-V def2-TZVPD RIJCOSX def2/J DEFGRID3
* xyz 0 1
Br 10.60536 1.53428 37.66431
C 9.82921 2.84932 36.43868
C 9.48473 4.15147 37.13133
Br 8.27455 3.89772 38.67140
H 8.98263 2.37131 35.95818
H 10.55149 3.08604 35.65580
H 8.88894 4.76685 36.45693
H 10.34316 4.74572 37.42744
Br 13.74753 3.52294 34.27060
C 14.49318 3.33250 36.07872
C 13.50391 4.00946 37.00094
Br 14.02192 3.83278 38.85357
H 15.41669 3.90119 36.05213
H 14.69279 2.28899 36.29084
H 12.46838 3.71345 36.91323
H 13.53359 5.07382 36.77465
Br 15.67174 10.32441 28.25447
C 15.86251 8.43913 27.74025
C 14.75744 8.03404 26.79539
Br 14.61040 6.09370 26.88080
H 15.90307 7.87348 28.66410
H 16.83667 8.27616 27.27530
H 14.82321 8.41347 25.77965
H 13.82395 8.47581 27.15591
Br 11.28635 6.42365 34.41050
C 12.69271 6.80961 33.11764
C 12.33832 6.25122 31.75047
Br 13.75027 6.68486 30.49060
H 13.58178 6.33217 33.51013
H 12.72634 7.89175 33.07887
H 11.43050 6.72297 31.38546
H 12.19289 5.17502 31.73928
Br 10.80453 3.17026 26.65600
C 11.35819 3.02000 28.56861
C 12.85968 2.82082 28.59464
Br 13.42435 2.79280 30.44571
H 10.86718 2.15304 28.99315
H 11.03847 3.96825 28.98054
H 13.40426 3.62761 28.11739
H 13.13129 1.85959 28.17276
Br 11.96398 7.10696 38.74113
C 12.80410 8.47261 37.58365
C 13.65713 7.76671 36.54370
Br 14.22357 9.10247 35.26189
H 13.38122 9.05857 38.28614
H 11.98994 8.99635 37.10016
H 13.05240 7.03329 36.01622
H 14.51855 7.27423 36.98498
Br 10.08650 7.60642 29.01752
C 10.44237 6.97352 27.20151
C 9.17618 7.02706 26.35020
Br 8.99374 8.83619 25.58084
H 10.79109 5.94149 27.17159
H 11.21120 7.65000 26.85218
H 8.27251 6.80869 26.90643
H 9.29471 6.27803 25.56853
*
```

SMILES string: BrCCBr.BrCCBr.BrCCBr.BrCCBr.BrCCBr.BrCCBr.BrCCBr
Orbital gap, eV: 10.2114
DFT total energy, Eh: -36586.44999
ΔE to the lowest compared entry with this formula, charge and spin, kJ/mol: 51.6
Largest force on an atom, hartree/bohr: 0.027